{"formula": "C31H48BeCl3N4O4Si", "method": "ωB97M-V with the def2-TZVPD basis set", "homo_lumo_gap_ev": 4.02, "e_tot_ev": -92929.3370, "de_lowest_kj_mol": 52.8, "charge": -1, "e_homo_ev": -1.88, "species": ["C", "C", "H", "H", "H", "C", "C", "H", "H", "H", "H", "Be", "Cl", "Cl", "C", "O", "N", "C", "C", "H", "H", "H", "H", "H", "H", "H", "H", "H", "C", "C", "N", "H", "C", "O", "H", "H", "H", "H", "O", "C", "C", "C", "H", "C", "H", "C", "H", "C", "C", "H", "H", "H", "Si", "Cl", "C", "C", "C", "H", "H", "H", "H", "H", "H", "H", "H", "H", "C", "N", "N", "C", "O", "C", "C", "C", "C", "C", "C", "C", "C", "C", "H", "H", "H", "H", "H", "H", "H", "H", "H", "H", "H", "H"], "coordinates": [[2.506, -2.045, -7.501], [1.769, -1.420, -8.647], [2.568, -3.133, -7.621], [1.991, -1.839, -6.551], [3.532, -1.650, -7.424], [1.574, -2.014, -9.832], [2.178, -3.312, -10.241], [0.956, -1.530, -10.588], [2.140, -4.060, -9.440], [3.231, -3.205, -10.543], [1.631, -3.712, -11.103], [0.249, 0.764, 0.001], [1.959, 1.686, 0.592], [0.687, -0.711, -1.319], [-0.066, 2.474, -1.676], [-0.702, 1.782, -0.826], [-0.638, 3.262, -2.570], [-2.077, 3.234, -2.807], [0.167, 4.254, -3.277], [1.027, 2.399, -1.686], [-2.563, 2.585, -2.082], [-2.286, 2.864, -3.817], [-2.481, 4.244, -2.724], [1.187, 4.171, -2.881], [-0.228, 5.262, -3.082], [0.163, 4.048, -4.356], [0.298, -4.591, -1.438], [-0.708, -2.824, -3.231], [-0.665, -4.514, -0.910], [-1.626, -3.088, -2.688], [-1.338, -3.283, -1.284], [-0.493, -4.514, 0.176], [-1.609, -2.301, -0.418], [-2.461, -1.460, -0.388], [-2.355, -2.284, -2.802], [-0.778, -2.343, 0.513], [-1.316, -5.361, -1.172], [-2.024, -4.027, -3.081], [-0.066, -0.269, -7.667], [1.164, -0.054, -8.350], [-0.190, 0.814, -10.340], [0.983, 0.820, -9.586], [-1.028, 0.201, -10.007], [-0.264, 1.587, -11.503], [1.869, 0.448, -7.671], [2.072, 1.606, -9.980], [-1.189, 1.584, -12.079], [0.844, 2.326, -11.925], [2.015, 2.346, -11.158], [2.960, 1.593, -9.346], [0.793, 2.901, -12.849], [2.886, 2.920, -11.481], [-0.921, 0.563, -6.510], [-0.098, -2.896, 1.734], [-2.716, 0.197, -6.847], [-0.569, 2.383, -6.695], [-0.394, -0.107, -4.850], [-2.947, 0.333, -7.913], [-3.360, 0.870, -6.263], [-2.955, -0.842, -6.578], [-0.539, -1.196, -4.800], [-0.972, 0.322, -4.020], [0.664, 0.081, -4.621], [-0.726, 2.705, -7.734], [0.462, 2.640, -6.418], [-1.250, 2.971, -6.065], [-0.996, 0.446, 6.000], [-1.402, 0.539, 4.615], [-0.595, 0.114, 3.620], [-1.135, 0.484, 2.407], [-0.576, 0.230, 1.306], [-2.367, 1.123, 2.738], [-2.483, 1.157, 4.105], [-3.531, 1.701, 4.990], [0.658, -0.499, 3.928], [0.654, -1.685, 4.663], [1.846, -2.179, 5.172], [3.038, -1.484, 4.938], [3.041, -0.335, 4.146], [1.847, 0.150, 3.620], [-0.945, -0.605, 6.329], [-1.757, 0.966, 6.596], [-0.012, 0.922, 6.169], [-3.036, 1.533, 2.014], [-3.954, 0.933, 5.646], [-3.148, 2.507, 5.622], [-4.337, 2.113, 4.384], [-0.289, -2.210, 4.821], [1.835, -3.099, 5.755], [3.969, -1.847, 5.374], [3.962, 0.212, 3.957], [1.815, 1.025, 2.971]], "atomic_forces_ev_per_a": [[0.16, -0.14, 0.09], [-0.45, -0.02, -0.67], [0.08, 0.26, 0.11], [0.12, 0.00, -0.23], [-0.27, -0.11, 0.03], [0.23, 0.49, 0.48], [-0.08, -0.58, -0.20], [0.25, 0.14, 0.19], [0.04, 0.09, -0.17], [-0.23, 0.03, 0.08], [0.18, -0.06, 0.15], [0.04, -1.46, 0.63], [0.11, 0.48, -0.03], [0.35, 0.41, -0.20], [-0.55, -1.27, 1.37], [0.41, 1.69, -1.66], [-0.34, 0.29, -0.20], [0.08, 0.11, 0.00], [0.04, -0.49, 0.01], [-0.10, 0.32, 0.00], [0.14, -0.02, -0.01], [0.09, 0.01, 0.11], [-0.02, 0.01, 0.05], [-0.23, 0.21, -0.29], [0.13, -0.27, -0.06], [0.02, 0.18, 0.26], [-0.11, -0.19, 0.12], [-0.03, -0.06, -0.01], [0.09, 0.59, 0.11], [-0.13, -0.54, 0.29], [-0.92, -0.50, -2.29], [0.01, -0.01, -0.56], [3.57, -0.50, 3.97], [-2.66, 1.71, -1.84], [0.03, -0.07, 0.03], [-3.00, 0.62, -3.52], [0.17, -0.02, -0.12], [-0.14, 0.06, -0.41], [0.08, -0.17, -0.51], [-0.54, -0.03, 0.31], [0.21, 0.20, 0.01], [0.30, -0.03, 0.26], [0.17, 0.19, -0.09], [0.20, -0.14, 0.14], [-0.04, 0.14, -0.10], [-0.36, -0.18, -0.15], [0.27, 0.05, 0.04], [-0.02, 0.05, 0.12], [-0.12, -0.15, 0.03], [-0.11, 0.11, -0.27], [0.00, -0.11, 0.20], [-0.33, -0.11, 0.07], [0.54, -0.54, 0.28], [2.56, -1.44, 4.63], [-0.17, -0.01, -0.12], [-0.05, 0.44, -0.10], [-0.10, 0.14, 0.04], [0.01, 0.02, 0.22], [0.07, -0.22, -0.11], [0.04, 0.27, -0.02], [-0.01, 0.28, -0.05], [0.10, -0.11, -0.05], [-0.17, 0.01, -0.06], [0.03, -0.06, 0.18], [-0.16, -0.07, -0.03], [0.15, -0.06, -0.07], [-0.02, -0.03, 0.41], [-0.31, 0.03, 1.44], [0.63, -0.19, -1.29], [0.73, -0.40, -0.80], [-0.37, 0.57, 0.96], [0.01, 0.24, -0.03], [0.61, -0.42, -0.69], [-0.50, 0.31, 0.17], [0.28, -0.23, 0.38], [-0.07, 0.01, -0.13], [0.11, 0.27, -0.02], [-0.11, -0.04, -0.02], [-0.07, -0.21, 0.10], [-0.33, 0.19, 0.05], [0.01, 0.49, -0.08], [0.30, -0.16, -0.18], [-0.46, -0.24, -0.15], [-0.26, 0.02, -0.18], [0.05, 0.05, -0.11], [-0.01, -0.03, -0.03], [0.03, -0.05, 0.04], [0.30, 0.10, -0.13], [0.09, 0.20, -0.17], [-0.19, 0.06, -0.15], [-0.15, -0.21, -0.04], [0.10, -0.19, 0.25]]}